[1]
# C4H10N2O

A 2-piece molecular cluster, C4H10N2O overall in a non-equilibrium geometry (the ωB97M-V functional and the def2-TZVPD basis, the OMol25 dataset).

Calculated values
Energy above the lowest of the compared OMol25 structures with the same formula, charge and spin   6.4514 eV
Frontier orbital gap   0.33522 hartree
Lowest unoccupied orbital energy   0.790 eV

Bonds (Å) are listed after each position.
Atoms and positions in Å:
1 O 0.056 1.551 2.297  N2 1.417, H16 0.982
2 N 0.883 1.571 1.146  O1 1.417, N3 1.262, C4 1.323
3 N 0.872 0.441 0.585  N2 1.262, H8 1.016
4 C 1.537 2.708 0.976  N2 1.323, H13 1.103, H15 1.023
5 C -1.058 -0.981 -0.848  C6 1.389, C7 1.426, H12 1.105
6 C -1.270 -0.982 -2.220  C5 1.389, H10 1.117, H14 1.052
7 C -0.647 -2.140 -0.125  C5 1.426, H9 1.059, H11 1.087, H17 1.139
8 H 1.395 0.428 -0.286  N3 1.016
9 H -1.383 -2.810 0.238  C7 1.059
10 H -1.165 -1.991 -2.689  C6 1.117
11 H -0.164 -1.854 0.806  C7 1.087
12 H -1.026 -0.030 -0.284  C5 1.105
13 H 1.977 2.981 0.002  C4 1.103
14 H -1.406 -0.181 -2.887  C6 1.052
15 H 1.299 3.513 1.560  C4 1.023
16 H -0.027 0.576 2.377  O1 0.982
17 H 0.124 -2.799 -0.644  C7 1.139

Löwdin atomic charge list, values in e, 6 entries: O 0.03; N -0.37; N 0.06; C 0.04; C -0.28; C 0.00


[2]
# C21H37N2O4

A 2-piece molecular cluster, C21H37N2O4 overall in a non-equilibrium geometry (the ωB97M-V functional and the def2-TZVPD basis, the OMol25 dataset).

Calculated values
Energy above the lowest of the compared OMol25 structures with the same formula, charge and spin   12.3943 eV
Charge   +1
Frontier orbital gap   0.28725 hartree
Lowest unoccupied orbital energy   -3.303 eV

Bonds (Å) are listed after each position.
Atoms and positions in Å:
1 O -2.834 -3.089 -2.519  C14 1.650, C24 1.554
2 O 2.482 1.342 3.891  C10 1.430, C17 1.431
3 O 3.274 4.282 4.154  C16 1.424, C22 1.420
4 O 1.112 3.521 2.262  C7 1.419, C18 1.426
5 N 0.527 -2.843 -6.146  C12 1.489, C26 1.489
6 N -0.928 -0.419 -0.786  C11 1.545, C21 1.506, C25 1.544, H28 1.066
7 C 1.094 3.229 0.873  O4 1.419, H29 1.097, H30 1.094, H44 1.090
8 C -4.745 -1.430 -1.251  C20 1.634, C24 1.786, H37 1.180, H48 1.170
9 C 0.509 -2.483 0.090  C23 1.654, C25 1.639, H40 1.193, H62 1.173
10 C 1.300 2.070 4.234  O2 1.430, C18 1.534, H39 1.096, H59 1.087
11 C -2.160 -1.063 -0.113  N6 1.545, C20 1.636, H33 1.168, H35 1.189
12 C 1.153 -2.817 -4.796  N5 1.489, C15 1.603, H31 1.196
13 C -2.696 0.223 -2.336  C20 1.656, C21 1.673, H32 1.169, H47 1.172
14 C -3.663 -4.153 -1.568  O1 1.650, C24 1.728, H34 1.196, H50 1.152
15 C 0.801 -1.998 -3.463  C12 1.603, C19 1.623, H45 1.172
16 C 4.182 3.208 3.931  O3 1.424, C17 1.540, H41 1.099, H46 1.093
17 C 3.510 2.041 3.184  O2 1.431, C16 1.540, H51 1.087, H53 1.093
18 C 0.433 2.557 3.065  O4 1.426, C10 1.534, H54 1.098, H61 1.095
19 C -0.485 -1.009 -3.438  C15 1.623, C21 1.618, C27 1.633
20 C -3.399 -0.528 -1.038  C8 1.634, C11 1.636, C13 1.656, H63 1.194
21 C -1.052 -0.073 -2.246  N6 1.506, C13 1.673, C19 1.618, H43 1.186
22 C 3.265 4.762 5.490  O3 1.420, H36 1.096, H49 1.093, H55 1.093
23 C 2.064 -3.046 0.141  C9 1.654, H42 1.177, H56 1.181, H64 1.183
24 C -4.347 -2.775 -2.356  O1 1.554, C8 1.786, C14 1.728, H52 1.257
25 C 0.439 -0.878 -0.233  N6 1.544, C9 1.639, H58 1.192, H60 1.173
26 C -0.615 -1.890 -6.091  N5 1.489, C27 1.603, H38 1.196
27 C -1.209 -0.993 -4.902  C19 1.633, C26 1.603, H57 1.178
28 H -0.976 0.547 -0.336  N6 1.066
29 H 2.016 3.630 0.434  C7 1.097
30 H 1.072 2.154 0.671  C7 1.094
31 H 2.095 -3.548 -4.702  C12 1.196
32 H -3.296 -0.246 -3.222  C13 1.169
33 H -2.255 -2.227 -0.129  C11 1.168
34 H -4.500 -4.782 -2.147  C14 1.196
35 H -2.327 -0.570 0.955  C11 1.189
36 H 2.261 5.146 5.701  C22 1.096
37 H -5.612 -0.858 -1.812  C8 1.180
38 H -1.188 -1.783 -7.136  C26 1.196
39 H 0.689 1.376 4.823  C10 1.096
40 H 0.010 -3.030 -0.846  C9 1.193
41 H 4.620 2.838 4.869  C16 1.099
42 H 2.558 -3.150 -0.922  C23 1.177
43 H -0.564 1.003 -2.349  C21 1.186
44 H 0.243 3.723 0.404  C7 1.090
45 H 1.462 -2.103 -2.501  C15 1.172
46 H 4.995 3.598 3.313  C16 1.093
47 H -2.854 1.381 -2.254  C13 1.172
48 H -5.143 -1.935 -0.274  C8 1.170
49 H 3.981 5.580 5.592  C22 1.093
50 H -2.831 -4.856 -1.944  C14 1.152
51 H 3.154 2.353 2.205  C17 1.087
52 H -5.137 -2.979 -3.312  C24 1.257
53 H 4.287 1.299 2.986  C17 1.093
54 H 0.095 1.696 2.472  C18 1.098
55 H 3.479 3.974 6.218  C22 1.093
56 H 2.057 -4.120 0.631  C23 1.181
57 H -2.146 -0.303 -5.084  C27 1.178
58 H 0.534 -0.319 0.816  C25 1.192
59 H 1.543 2.882 4.914  C10 1.087
60 H 1.315 -0.473 -0.899  C25 1.173
61 H -0.454 3.053 3.471  C18 1.095
62 H -0.110 -2.828 1.026  C9 1.173
63 H -3.813 0.396 -0.404  C20 1.194
64 H 2.728 -2.270 0.739  C23 1.183

Löwdin atomic charge list, values in e, 6 entries: O -0.24; O -0.13; O -0.21; O -0.19; N 0.02; N -0.11